A cluster of 10 separate species, C22H64N8O10 in total at a distorted geometry, computed with ωB97M-V/def2-TZVPD.

Computed properties:
Orbital gap: 8.288 eV
Structure (SMILES): NC(N)=O.NC(N)=O.NC(N)=O.NC(N)=O.CC(C)O.CC(C)O.CC(C)O.CC(C)O.CC(C)O.CC(C)O
Relative energy (zero: lowest compared OMol25 entry of this formula, charge and spin): 960.8 kJ/mol
Charge: 0

Geometry as XYZ:
```
104
Properties=species:S:1:pos:R:3:forces:R:3
N -0.619 1.287 -3.815 -0.569 -0.327 -1.033
C 0.107 1.435 -2.747 4.089 6.912 1.356
N 0.415 0.347 -2.053 1.009 -0.320 0.989
O 0.658 2.677 -2.491 -2.594 -5.983 -0.891
H -0.864 2.156 -4.198 -0.761 0.921 -0.912
H -1.195 0.486 -3.870 -0.785 -0.531 -0.437
H 1.395 0.447 -1.742 -0.233 -0.233 0.088
H 0.261 -0.551 -2.489 -0.286 0.468 -0.177
N -0.607 -0.278 0.387 -2.471 1.721 -3.266
C 0.079 -0.874 1.283 -1.131 -0.055 8.677
N 1.176 -1.443 0.849 -0.753 0.588 -1.570
O -0.367 -0.812 2.600 2.337 -0.854 -5.683
H -1.490 0.076 0.653 -0.759 0.641 0.599
H -0.305 -0.036 -0.573 0.190 -0.046 0.911
H 1.722 -1.925 1.478 1.527 -1.322 1.127
H 1.242 -1.476 -0.177 0.856 -0.600 0.858
N 2.640 -1.651 -3.896 4.801 -0.600 -3.587
C 1.862 -1.973 -2.875 3.908 -0.349 5.620
N 0.662 -2.143 -3.253 -4.564 -1.680 -0.094
O 2.253 -2.014 -1.606 -1.737 0.516 -5.173
H 3.642 -1.430 -3.665 -1.592 -0.385 -0.036
H 2.630 -2.270 -4.807 -0.357 1.762 2.606
H -0.047 -2.397 -2.543 -0.009 -0.115 -0.511
H 0.473 -2.071 -4.237 -0.442 -0.049 0.075
N 4.870 -1.298 0.539 4.605 4.698 -0.673
C 4.761 -2.542 0.771 5.675 -4.607 6.773
N 3.611 -3.015 0.511 -4.169 -4.527 -1.039
O 5.674 -3.198 1.554 -3.286 2.359 -4.002
H 5.838 -0.976 0.815 -1.999 0.044 -0.435
H 4.101 -0.672 0.505 -0.320 0.373 -0.227
H 3.494 -4.042 0.613 0.176 1.309 0.026
H 3.081 -2.589 -0.232 0.022 -0.190 -0.227
C 2.507 1.537 0.189 2.373 -2.159 -0.827
C 3.327 1.807 -1.047 1.629 4.719 5.218
C 4.830 1.935 -0.686 0.471 0.054 -0.012
O 3.084 0.910 -1.910 -1.038 -5.385 -6.881
H 2.776 2.230 0.907 -0.350 1.581 1.527
H 2.908 0.587 0.575 -0.421 0.208 0.140
H 1.516 1.353 -0.087 -1.577 0.436 0.193
H 2.921 2.712 -1.470 0.384 1.220 0.290
H 5.187 1.468 0.262 -0.641 0.030 -0.769
H 4.951 2.979 -0.548 0.500 1.205 0.450
H 5.550 1.691 -1.497 -0.730 -0.205 0.251
H 3.129 1.374 -2.775 -0.159 -1.062 0.444
C -1.132 2.369 2.953 0.780 -0.678 1.851
C -0.927 3.541 2.086 5.539 -5.193 -3.647
C -0.835 3.068 0.610 0.245 -1.413 1.518
O -1.712 4.501 2.233 -7.891 7.006 0.936
H -2.109 1.899 2.898 -0.180 0.093 -0.244
H -0.983 2.729 3.965 -0.376 -0.017 0.586
H -0.359 1.577 2.887 -0.620 0.415 -0.580
H -0.017 4.061 2.276 2.514 -1.041 0.427
H 0.154 2.705 0.481 0.918 -0.249 -0.392
H -1.028 3.762 -0.140 -0.266 1.759 -1.143
H -1.457 2.216 0.391 -0.499 -0.284 0.179
H -1.548 5.137 1.519 -0.375 -0.072 0.570
C -2.759 -4.021 -1.218 0.276 0.133 -1.235
C -1.501 -3.428 -0.645 -1.291 -7.209 4.565
C -0.297 -4.388 -0.756 -0.940 0.703 -1.609
O -1.239 -2.328 -1.200 1.666 6.241 -4.067
H -2.450 -4.450 -2.175 -0.440 -0.110 -0.240
H -3.519 -3.252 -1.416 0.169 -0.250 0.269
H -3.115 -4.802 -0.599 -0.639 -0.839 0.546
H -1.696 -3.355 0.455 0.260 0.460 -0.427
H -0.281 -4.769 -1.796 0.093 -0.302 0.510
H -0.338 -5.140 -0.025 -0.096 -1.358 0.681
H 0.607 -3.840 -0.622 0.727 0.538 0.275
H -1.276 -1.640 -0.545 0.179 1.288 0.399
C 2.228 2.162 3.678 1.444 1.424 1.463
C 3.599 1.512 3.572 -4.918 -4.403 3.801
C 3.361 -0.007 3.364 -0.756 -0.456 3.124
O 4.396 1.892 2.661 5.482 3.255 -6.384
H 1.617 2.249 2.837 -0.489 0.130 -1.688
H 2.466 3.138 4.105 -0.558 0.519 -0.354
H 1.606 1.703 4.427 0.083 -0.661 0.378
H 4.085 1.801 4.454 0.245 -0.541 2.462
H 4.270 -0.523 3.182 0.888 -0.422 -1.085
H 2.522 -0.199 2.713 0.173 0.013 -0.672
H 3.063 -0.553 4.298 -0.146 0.782 -0.335
H 5.325 1.638 2.876 -1.265 0.348 -0.331
C -3.431 1.825 -2.030 -0.540 0.015 -0.515
C -4.379 0.601 -1.805 -2.430 6.932 -1.778
C -5.243 0.505 -3.080 -2.071 -0.093 -0.285
O -3.823 -0.517 -1.557 2.652 -5.441 -3.478
H -2.736 1.663 -2.803 0.904 -0.969 -1.159
H -2.751 1.979 -1.180 -0.738 0.810 0.001
H -3.992 2.663 -2.547 0.432 -0.342 1.755
H -4.877 0.921 -0.880 -1.196 0.171 -0.613
H -4.668 0.214 -3.963 0.473 -0.010 0.273
H -5.804 1.441 -3.424 0.817 -1.081 0.952
H -6.009 -0.315 -2.984 0.597 0.781 0.072
H -3.725 -0.618 -0.672 0.812 -0.543 4.080
C -5.374 0.148 1.721 -0.551 -0.550 -0.617
C -3.873 -0.082 1.845 -4.410 -5.465 6.836
C -3.678 -1.643 1.709 1.412 0.739 0.809
O -3.237 0.454 0.901 3.794 4.295 -5.618
H -5.647 -0.149 0.669 -0.076 0.116 1.061
H -5.738 1.149 1.881 0.246 0.782 -0.050
H -5.933 -0.450 2.440 0.058 -0.229 -0.149
H -3.491 0.134 2.884 -0.322 0.297 -0.747
H -2.651 -1.868 2.035 0.131 0.243 -0.515
H -3.790 -1.916 0.657 -0.349 -0.433 0.250
H -4.217 -2.263 2.429 -0.714 0.312 -0.471
H -3.510 1.377 0.769 0.314 -0.128 0.043
```
Forces are in eV/Å.

Löwdin population analysis, charges in e, atoms 1 to 4: 0.185, -0.553, 0.142, -0.088